Entry from OMol25: one molecule with the formula C4H6N2 at a distorted geometry (ωB97M-V/def2-TZVPD).

Output
- Total energy: -7223.63676 eV
- HOMO level: -0.365 hartree
- Structure (SMILES): N#CCN1CC1
- Charge: 0

Last column: Mulliken charge in e.
Element x y z (Å)
N (-2.06061, 2.15394, -0.96150)  -0.3957
C (-1.06257, 1.79473, -0.50126)  0.2480
C (0.22677, 1.31556, 0.02587)  -0.3240
N (0.13383, -0.07459, 0.44537)  -0.3176
C (1.21641, -0.93888, -0.00033)  -0.4298
C (-0.12902, -1.03583, -0.61306)  -0.2569
H (0.98128, 1.48154, -0.76197)  0.2109
H (0.50851, 1.93266, 0.88587)  0.3213
H (1.55873, -1.67811, 0.71865)  0.2399
H (2.00406, -0.49020, -0.60686)  0.2221
H (-0.25014, -0.65898, -1.62803)  0.2452
H (-0.80292, -1.84351, -0.34028)  0.2366


Entry from OMol25: a 2-piece molecular cluster, C3H11NOS overall at a distorted geometry (ωB97M-V/def2-TZVPD).

Output
- Total energy: -17661.42457 eV
- HOMO level: -0.313 hartree
- Structure (SMILES): CSC.NCO
- Charge: 0

Last column: Mulliken charge in e.
Element x y z (Å)
C (-2.27178, 1.24371, 0.14001)  -0.7784
S (-1.79262, -0.42240, 0.72297)  -0.1403
C (-1.92841, -1.27879, -0.89441)  -0.8254
H (-1.35438, 1.82731, 0.00660)  0.2418
H (-2.96363, 1.66429, 0.87271)  0.3200
H (-2.91354, 1.18817, -0.75368)  0.2995
H (-2.93490, -1.72778, -0.78740)  0.2946
H (-1.97374, -0.54804, -1.69227)  0.2816
H (-1.16900, -2.02623, -1.10853)  0.3215
N (1.35951, 0.18794, 0.08400)  -0.3933
C (2.69172, 0.42016, 0.53507)  -0.4146
O (3.34967, -0.73801, 1.09525)  -0.5465
H (1.29695, -0.60277, -0.54707)  0.1610
H (0.79937, -0.07212, 0.88697)  0.2370
H (3.40818, 0.86008, -0.17632)  0.3202
H (2.66346, 1.18921, 1.29557)  0.2980
H (3.73314, -1.16475, 0.32052)  0.3234


Entry from OMol25: C4H5LiO3 as an isolated structure at a distorted geometry (ωB97M-V/def2-TZVPD).

Output
- Total energy: -10564.07843 eV
- <S²>: 0.80
- HOMO level (spin up / spin down): -0.509 / -0.524 hartree
- Spin multiplicity: 2
- Charge: +1

Last column: Löwdin spin population.
Element x y z (Å)
O (1.05951, -2.73760, -1.66279)  0.0078
C (0.46894, -1.70439, -1.48533)  0.0311
C (0.59459, -0.90175, -0.20287)  0.0885
C (-0.62619, -0.19001, 0.18720)  0.6080
C (-1.17246, 0.11542, 1.46073)  0.0661
H (-0.21346, -1.28915, -2.25735)  0.0048
H (1.38562, -0.14435, -0.38105)  0.0061
H (0.96190, -1.55957, 0.60331)  0.0160
H (-1.68272, -0.67903, 2.02785)  0.0019
O (-0.12195, 2.57693, -0.60185)  -0.0305
O (-0.98859, 1.23822, 1.96933)  0.2007
Li (-0.39671, 2.91933, 1.36181)  0.0014
H (0.73151, 2.35594, -1.01899)  -0.0019


Entry from OMol25: one molecule with the formula C4H7NO at a distorted geometry (ωB97M-V/def2-TZVPD).

Output
- Total energy: -7794.83002 eV
- HOMO level (spin up / spin down): -0.293 / -0.339 hartree
- Charge: 0

Last column: Mulliken charge in e.
Element x y z (Å)
O (-1.53415, -0.03302, -0.80781)  -0.5560
C (-0.29389, -0.08966, -1.06264)  0.6965
C (0.30476, 0.88587, -1.79936)  -0.7849
C (-0.55389, 0.37170, 1.36998)  -0.8822
C (0.21068, -0.83590, 1.07528)  -0.1621
N (0.48494, -1.01922, -0.32207)  -0.3682
H (1.34141, 0.74609, -2.06312)  0.2744
H (-0.26884, 1.71463, -2.20225)  0.3004
H (-0.96432, 0.52625, 2.36671)  0.2663
H (-0.97390, 1.17013, 0.78778)  0.3882
H (1.14167, -0.81286, 1.65764)  0.3274
H (-0.37465, -1.67576, 1.49622)  0.2134
H (1.48017, -0.94824, -0.49635)  0.2867


Entry from OMol25: a 16-piece molecular cluster, C7H35BO23 overall at a distorted geometry (ωB97M-V/def2-TZVPD).

Output
- Total energy: -55601.53929 eV
- HOMO level: -0.002 hartree
- Charge: -2

Last column: Mulliken charge in e.
Element x y z (Å)
O (2.45176, -0.97358, -1.46580)  -0.6830
C (1.43156, -0.38128, -1.22363)  0.4664
O (0.19681, -0.83762, -1.16845)  -0.3961
B (-0.68342, 0.23449, -0.59512)  0.2036
O (0.18978, 1.45166, -0.53866)  0.5668
C (1.40275, 1.10241, -0.86161)  0.5489
O (2.39980, 1.82780, -0.85438)  -0.5090
O (-1.20576, -0.13487, 0.75347)  -0.1361
C (-2.45936, -0.19522, 0.80961)  0.6125
O (-3.11604, -0.60518, 1.80696)  -0.6820
C (-2.99755, 0.24430, -0.52811)  0.2870
O (-1.93767, 0.47383, -1.37843)  -0.0946
O (-4.22279, 0.32053, -0.74287)  -0.7244
C (1.41493, -2.75057, 2.18884)  -0.7072
C (1.85790, -2.21570, 3.57686)  0.2360
C (2.04583, -0.65243, 3.43344)  -0.8733
O (1.16530, -2.40984, 4.77880)  -0.9472
H (1.18750, -3.81591, 2.22675)  0.4303
H (2.18626, -2.55841, 1.44303)  0.2293
H (0.46680, -2.27912, 1.93023)  -0.1470
H (2.83301, -2.69742, 3.64908)  0.2017
H (2.54037, -0.26689, 4.32501)  0.4675
H (1.14829, -0.03470, 3.46382)  -0.0229
H (2.71805, -0.28996, 2.65573)  0.1348
O (4.73168, -1.17539, 1.04103)  -0.6076
H (3.93447, -0.97201, 0.55182)  0.2260
H (5.10709, -0.32102, 1.25401)  0.3402
O (4.84081, 0.82922, -2.77021)  -0.6652
H (4.48724, 0.04074, -3.18193)  0.2984
H (4.21797, 1.03600, -2.07340)  0.3319
O (-0.97013, -2.70325, -3.20593)  -0.5462
H (-1.39691, -1.87456, -3.42355)  0.2924
H (-0.17461, -2.71053, -3.73823)  0.3179
O (5.02069, 1.72597, 1.33399)  -0.6228
H (5.42840, 2.51492, 1.69115)  0.2681
H (4.17284, 2.02265, 1.00329)  0.2719
O (-1.77639, -2.68261, 4.16782)  -0.5859
H (-1.62632, -2.13323, 3.39848)  0.3114
H (-2.72915, -2.72904, 4.24740)  0.2619
O (2.80610, 4.46150, -1.74748)  -0.6501
H (2.35953, 5.26242, -1.47301)  0.3129
H (2.41153, 3.77179, -1.21376)  0.3543
O (-2.23122, -0.35140, -4.43295)  -0.7455
H (-1.54275, 0.24213, -4.13301)  0.2531
H (-2.55238, 0.04370, -5.24349)  0.3436
O (-1.44388, 3.21048, -2.19329)  -0.7219
H (-0.89617, 2.78821, -2.85505)  0.2960
H (-1.66712, 2.50797, -1.58265)  0.3360
O (-5.01417, 2.25413, 1.39355)  -0.6494
H (-4.84758, 1.54717, 0.77011)  0.3202
H (-5.38922, 1.81667, 2.15787)  0.3119
O (2.54271, -3.92318, -1.89914)  -0.6743
H (1.69216, -4.08841, -1.49233)  0.3168
H (2.73648, -3.00994, -1.68778)  0.3885
O (-5.00249, 0.01820, -4.01260)  -0.6784
H (-4.88258, -0.08331, -3.06838)  0.3120
H (-4.16679, -0.25453, -4.39133)  0.3482
O (-5.40090, -2.22274, -0.53823)  -0.5406
H (-5.98971, -2.87335, -0.15581)  0.2559
H (-5.95903, -1.46357, -0.70669)  0.2860
O (-0.95905, 1.75242, 3.13383)  -0.6716
H (-0.74349, 1.01849, 2.55841)  0.2733
H (-1.49760, 2.33073, 2.59369)  0.3343
O (0.55511, 4.31630, 0.72890)  -0.6585
H (-0.32933, 3.95269, 0.77122)  0.2776
H (1.12996, 3.55101, 0.73904)  0.3153


Entry from OMol25: a 2-piece molecular cluster, C3H6N3 overall at a distorted geometry (ωB97M-V/def2-TZVPD).

Output
- Total energy: -7666.30446 eV
- HOMO level (spin up / spin down): -0.496 / -0.496 hartree
- Charge: +1

Last column: Mulliken charge in e.
Element x y z (Å)
C (0.53877, 1.92821, 1.15720)  -0.0145
C (-0.84852, 0.30188, 1.01949)  -0.0096
C (0.21875, -2.54426, -1.36851)  -0.0156
N (-0.04455, 0.99276, 1.84930)  -0.4699
N (0.07323, 1.84049, -0.16802)  0.0944
N (-0.78151, 0.80962, -0.22252)  -0.5470
H (1.17933, 2.72537, 1.62859)  0.3579
H (-1.47563, -0.55536, 1.19390)  0.4533
H (-0.20297, -1.68061, -0.85796)  0.3307
H (1.16503, -2.45394, -1.94131)  0.3046
H (-0.21123, -3.63554, -1.32708)  0.3156
H (0.38930, 2.27139, -0.96307)  0.2001